Entry from the Open Molecules 2025 dataset: 2 unconnected molecules or ions with the total composition CH6NOS in a non-equilibrium geometry (ωB97M-V/def2-TZVPD).

Bonds (Å) are listed after each position.
Element x y z (Å)
1 S -3.021 0.505 1.670  H2 1.324
2 H -4.235 1.011 1.514  S1 1.324
3 N 0.042 0.487 -0.629  C4 1.445, H6 1.003, H7 1.038
4 C 1.039 -0.547 -0.786  N3 1.445, O5 1.479, H8 1.135, H9 1.079
5 O 2.257 -0.238 -0.005  C4 1.479, H10 0.965
6 H -0.865 0.114 -0.419  N3 1.003
7 H 0.487 1.176 0.008  N3 1.038
8 H 0.673 -1.593 -0.540  C4 1.135
9 H 1.535 -0.514 -1.744  C4 1.079
10 H 2.088 -0.401 0.931  O5 0.965

Summary:
Multiplicity: 2
HOMO level (alpha / beta) in eV: -9.341 / -9.337
E in eV: -15504.921
Maximum force in eV Å⁻¹: 1.84
Relative energy (zero: lowest compared OMol25 entry of this formula, charge and spin) in kcal per mole: 10.8
Gap between HOMO and LUMO (alpha / beta) in eV: 10.112 / 6.546
Net charge: 0

The net atomic charges from natural (NBO), expressed in e, are: number 1, S, carries -0.095; number 2, H, carries 0.096; number 3, N, carries -0.881; number 4, C, carries 0.094; number 5, O, carries -0.741; number 6, H, carries 0.378; number 7, H, carries 0.384; number 8, H, carries 0.147; number 9, H, carries 0.161; number 10, H, carries 0.458